1.
{
  "formula": "C19H38F2N2O18S2Zn",
  "method": "ωB97M-V/def2-TZVPD",
  "species": ["Zn", "N", "S", "O", "O", "F", "S", "O", "O", "F", "C", "C", "O", "O", "H", "H", "H", "C", "O", "C", "C", "O", "C", "C", "O", "C", "H", "H", "H", "H", "H", "H", "H", "H", "H", "H", "H", "H", "H", "H", "C", "O", "C", "O", "O", "C", "H", "H", "H", "H", "H", "H", "C", "O", "C", "O", "O", "C", "H", "H", "H", "H", "H", "H", "C", "O", "C", "O", "O", "C", "H", "H", "H", "H", "H", "H", "C", "C", "N", "H", "H", "H"],
  "coordinates": [[-2.970622, -1.203329, 0.574411], [-4.464866, -1.173147, -0.613493], [-5.184966, -0.012651, -1.400840], [-6.038832, 0.807143, -0.588501], [-5.442093, -0.234905, -2.790217], [-3.875927, 0.958889, -1.503037], [-5.688602, -2.361290, -0.956137], [-5.639734, -2.990177, -2.239327], [-6.924330, -2.037327, -0.319092], [-5.080073, -3.538906, -0.069762], [-0.419302, 1.374691, 2.087788], [-1.549611, 0.492172, 1.648745], [-2.475206, 0.869975, 0.898396], [-1.555808, -0.745483, 1.968441], [-0.438272, 2.367711, 1.648177], [0.527968, 0.898748, 1.841170], [-0.364979, 1.542798, 3.164897], [2.090449, -1.702251, 2.913083], [2.586602, -1.799301, 1.591234], [2.216237, -2.997290, 0.953556], [2.787199, -2.903275, -0.461344], [2.914353, -4.204759, -1.010156], [3.334982, -4.329227, -2.357869], [2.476616, -5.360295, -3.052946], [1.173626, -4.899575, -3.316269], [0.484194, -5.789083, -4.173241], [2.027970, -2.662914, 3.435241], [1.089024, -1.259867, 2.868358], [2.801663, -1.102067, 3.482771], [1.128077, -3.130105, 0.935741], [2.603858, -3.904783, 1.428586], [3.797030, -2.488077, -0.429724], [2.137350, -2.321988, -1.119668], [4.372244, -4.676262, -2.316264], [3.333767, -3.338531, -2.823968], [2.500252, -6.263344, -2.430872], [2.961527, -5.674209, -3.987327], [0.974808, -5.819549, -5.144214], [-0.548573, -5.432711, -4.188144], [0.302945, -6.788701, -3.757733], [1.802876, 4.306879, 2.178861], [2.047022, 3.087970, 1.527636], [3.240056, 2.520585, 1.791531], [3.993251, 2.885789, 2.652532], [3.406590, 1.540680, 0.936928], [4.565158, 0.732753, 0.926075], [1.791582, 4.204135, 3.266779], [0.855665, 4.751605, 1.875942], [2.493651, 5.145283, 2.041719], [4.388681, -0.181047, 1.485331], [5.469331, 1.286319, 1.185125], [4.817606, 0.441198, -0.096384], [-2.430120, -1.663811, -3.685372], [-1.499206, -0.666689, -3.280794], [-1.022343, -0.659063, -2.042199], [-1.609264, -1.172346, -1.098777], [0.066090, 0.065289, -2.028820], [0.775541, 0.177396, -0.781345], [-2.142413, -1.931701, -4.699221], [-3.453110, -1.291652, -3.651981], [-2.422752, -2.563171, -3.066648], [1.856936, 0.174676, -0.914169], [0.580243, -0.649523, -0.102214], [0.524044, 1.153085, -0.376435], [-2.108352, 4.122369, -0.811129], [-1.001905, 4.991364, -0.668545], [-1.182663, 6.266710, -0.970412], [-2.190356, 6.742481, -1.419657], [-0.075688, 6.934254, -0.696673], [-0.084772, 8.283585, -1.163154], [-2.769497, 4.481414, -1.598827], [-2.733263, 4.166025, 0.093439], [-1.824313, 3.073259, -0.823626], [-0.903500, 8.814719, -0.670523], [-0.366297, 8.342668, -2.214242], [0.846050, 8.794082, -0.951317], [-0.559727, -0.407499, 5.960341], [-1.678084, -0.580671, 6.855033], [-2.567234, -0.806127, 7.539634], [0.358205, -0.413711, 6.544801], [-0.592639, 0.510784, 5.372350], [-0.622027, -1.177093, 5.187957]],
  "forces_ev_per_angstrom": [[1.4, 1.6, 0.1], [-2.8, -3.4, -1.1], [1.5, 7.3, -0.7], [0.1, -1.4, -0.7], [-0.5, -0.9, 1.0], [-0.4, -0.9, 0.1], [0.1, -3.4, 0.9], [0.2, 1.3, 0.5], [0.9, 0.3, -0.6], [0.4, 0.8, 0.5], [0.3, 0.2, 0.4], [-0.7, -0.1, -0.4], [0.2, 0.7, -0.1], [0.3, -1.2, 0.3], [-0.2, -0.1, -0.3], [0.0, -0.1, -0.1], [-0.4, -0.3, 0.1], [-0.1, 0.1, 0.0], [0.2, -0.4, 0.3], [0.0, -0.2, -0.9], [0.2, -0.8, -0.6], [-0.7, -0.5, 0.7], [0.0, 0.4, 0.6], [0.6, -0.2, -0.2], [0.2, -0.3, 0.3], [-1.0, 0.3, 0.7], [0.0, -0.1, -0.3], [0.1, 0.1, 0.3], [-0.3, 0.3, 0.0], [-0.1, 0.2, -0.1], [0.3, 0.2, 0.2], [-0.1, 0.5, 0.2], [0.1, 0.3, 0.1], [0.0, -0.1, -0.4], [-0.2, -0.2, -0.3], [-0.4, 0.0, 0.2], [0.1, 0.2, -0.1], [-0.2, -0.2, -0.2], [0.2, 0.4, -0.7], [0.9, -0.1, 0.1], [-0.4, 1.7, 1.5], [0.3, -0.1, -0.6], [0.1, 0.8, 0.6], [0.1, -0.2, -0.1], [-0.7, -0.6, -1.1], [1.2, -0.1, -0.3], [-0.1, -0.4, 0.0], [-0.2, -0.7, -0.3], [0.6, -0.7, -0.6], [0.2, 0.1, 0.3], [-0.3, 0.0, 0.8], [-0.8, 0.0, -0.2], [-0.7, -0.6, 0.0], [0.9, 0.0, 0.5], [-1.5, 0.4, -0.9], [0.7, -0.4, 0.3], [0.6, -0.6, 0.4], [0.3, 0.4, 0.4], [-0.1, 0.1, 0.0], [0.1, 0.2, -0.1], [0.4, 0.2, 0.1], [-0.1, 0.0, -0.7], [-0.5, 0.1, 0.0], [-0.1, -0.1, 0.3], [-1.7, 0.2, 1.0], [1.0, -0.5, 0.3], [-0.7, -0.1, -0.2], [-0.2, 0.1, -0.1], [1.0, 0.2, 0.0], [-1.4, 0.6, 0.0], [0.3, -0.5, -0.3], [0.2, 0.3, 0.0], [0.5, 0.2, -0.7], [0.2, 0.1, 0.2], [0.4, -0.2, -0.1], [0.3, -0.5, 0.1], [0.2, 0.2, -0.7], [-0.3, 0.0, -0.1], [-0.2, 0.0, 0.3], [0.1, -0.2, -0.3], [-0.2, 0.2, 0.4], [0.4, -0.3, 0.3]],
  "lowdin_charge": [0.94, -0.34, 0.49, -0.23, -0.23, -0.20, 0.58, -0.23, -0.22, -0.19, 0.02, -0.67, -0.03, -0.08, 0.08, 0.07, 0.09, -0.09, -0.21, -0.20, -0.17, -0.15, -0.18, -0.23, -0.17, -0.11, 0.09, 0.07, 0.09, 0.13, 0.13, 0.13, 0.11, 0.13, 0.13, 0.13, 0.12, 0.09, 0.08, 0.09, -0.07, -0.02, -0.61, 0.14, 0.00, -0.03, 0.10, 0.09, 0.10, 0.08, 0.10, 0.09, -0.01, 0.03, -0.56, 0.04, 0.07, 0.00, 0.10, 0.08, 0.10, 0.10, 0.09, 0.09, -0.04, 0.00, -0.64, 0.13, 0.01, -0.04, 0.10, 0.11, 0.08, 0.10, 0.10, 0.09, -0.07, -0.29, 0.13, 0.09, 0.07, 0.08],
  "spin_multiplicity": 1,
  "e_tot_ha": -4985.9583,
  "lumo_energy_ha": -0.0385,
  "fmax_ev_per_a": 7.48
}

***

2.
{
  "formula": "C19H38F3N3O6S",
  "method": "ωB97M-V/def2-TZVPD",
  "species": ["O", "C", "N", "C", "O", "S", "O", "O", "O", "C", "C", "C", "O", "C", "C", "F", "F", "F", "H", "H", "H", "H", "H", "H", "H", "H", "C", "C", "N", "C", "C", "C", "C", "H", "H", "H", "H", "H", "H", "H", "H", "H", "H", "H", "H", "H", "H", "H", "C", "C", "N", "C", "C", "C", "C", "H", "H", "H", "H", "H", "H", "H", "H", "H", "H", "H", "H", "H", "H", "H"],
  "coordinates": [[-4.536695, 0.310134, -5.309364], [-4.363893, -0.269031, -4.323435], [-4.169239, -0.963053, -3.322911], [-3.260400, -0.490628, -2.300527], [-1.909589, -0.458720, -2.792466], [-1.005293, -1.476572, -1.938093], [0.289574, -0.926505, -1.712439], [-1.155645, -2.786988, -2.500719], [-1.878850, -1.344383, -0.629867], [-3.273607, -1.457575, -1.101559], [-4.264602, -1.104008, 0.003902], [-3.718620, -1.226941, 1.425903], [-3.159176, 0.018746, 1.813193], [-1.839910, 0.014013, 2.285763], [-1.337541, 1.451897, 2.338049], [-1.547984, 2.002194, 3.550818], [-1.914848, 2.251378, 1.437544], [-0.007081, 1.495681, 2.118289], [-3.505854, 0.520648, -1.959002], [-3.394330, -2.503328, -1.401086], [-5.122267, -1.779064, -0.111495], [-4.644278, -0.081689, -0.117949], [-4.554287, -1.444848, 2.104258], [-2.994280, -2.043726, 1.518470], [-1.163329, -0.569717, 1.650808], [-1.764859, -0.373973, 3.312547], [2.408542, 3.246786, -4.929609], [1.389933, 2.682832, -3.950094], [1.491178, 3.269775, -2.626554], [0.766936, 2.529219, -1.608926], [-0.759162, 2.449513, -1.728313], [1.382102, 4.716992, -2.570202], [0.122644, 5.365549, -3.159408], [3.415344, 3.182160, -4.514877], [2.382145, 2.677100, -5.859406], [2.206371, 4.289015, -5.179955], [1.566983, 1.609770, -3.837303], [0.383267, 2.783230, -4.388586], [1.025727, 2.950622, -0.633608], [1.161798, 1.509368, -1.609664], [-1.244175, 3.392612, -1.477244], [-1.134550, 1.699257, -1.030421], [-1.072493, 2.152061, -2.730533], [2.252577, 5.141378, -3.077325], [1.484751, 5.010749, -1.522638], [-0.101416, 4.980869, -4.155576], [0.274894, 6.442759, -3.252438], [-0.754889, 5.212400, -2.532793], [1.369029, -4.319399, 5.088884], [1.457946, -3.887765, 3.632660], [1.715341, -2.467568, 3.478048], [1.491267, -1.979074, 2.130817], [2.368238, -2.520280, 0.996357], [2.906341, -1.968260, 4.145864], [4.247902, -2.622918, 3.795597], [0.654046, -3.698725, 5.630850], [1.038516, -5.357154, 5.147806], [2.332238, -4.255074, 5.595934], [0.500104, -4.094225, 3.146076], [2.202915, -4.517036, 3.120235], [1.561423, -0.887477, 2.150989], [0.448424, -2.204858, 1.874790], [3.381252, -2.120087, 1.020424], [1.932270, -2.233987, 0.037208], [2.429060, -3.609322, 1.014004], [2.751632, -2.057877, 5.224082], [2.963619, -0.894990, 3.949193], [4.189052, -3.711710, 3.833217], [5.005468, -2.312291, 4.517608], [4.602296, -2.337881, 2.806202]],
  "forces_ev_per_angstrom": [[-0.2, -0.2, 0.3], [0.5, -0.4, 0.3], [-0.1, 0.9, -0.5], [-0.4, -0.5, 0.0], [0.2, -0.1, 0.1], [0.7, -0.5, -0.7], [-0.9, -0.1, -0.1], [0.1, 0.8, 0.4], [-0.4, -0.1, 0.2], [0.4, 0.0, 0.5], [-0.1, -0.1, -0.1], [-0.2, 0.0, 0.2], [0.1, 0.1, -0.1], [0.1, -0.3, 0.2], [0.2, 0.2, 0.1], [-0.1, 0.0, -0.1], [0.0, -0.1, -0.1], [-0.1, -0.1, 0.1], [0.1, -0.1, -0.2], [-0.1, 0.3, -0.3], [0.2, 0.1, 0.0], [0.1, -0.2, 0.1], [0.2, 0.0, -0.1], [0.0, 0.1, 0.0], [-0.1, 0.2, -0.1], [0.0, 0.0, -0.2], [0.0, 0.0, 0.0], [0.0, 0.0, 0.0], [0.0, 0.0, 0.0], [0.0, -0.1, 0.1], [-0.1, 0.0, 0.0], [0.0, 0.1, 0.0], [0.0, 0.0, 0.0], [0.0, 0.0, 0.0], [0.0, 0.0, 0.0], [0.0, 0.0, 0.0], [0.0, 0.0, 0.0], [0.0, 0.0, 0.0], [0.0, 0.0, 0.0], [0.0, 0.0, 0.0], [0.0, 0.0, 0.0], [0.0, 0.0, 0.0], [0.0, 0.0, 0.0], [0.0, 0.0, 0.0], [0.0, 0.0, 0.0], [0.0, 0.0, 0.0], [0.0, 0.0, 0.0], [0.0, 0.0, 0.0], [0.0, 0.0, 0.0], [0.0, 0.0, 0.0], [-0.1, 0.0, 0.0], [-0.1, 0.1, -0.2], [0.0, 0.0, -0.1], [0.1, 0.0, 0.1], [0.0, 0.1, 0.0], [0.0, 0.0, 0.0], [0.0, 0.0, 0.0], [0.0, 0.0, 0.0], [0.0, 0.0, 0.0], [0.0, 0.0, 0.0], [0.0, 0.0, 0.0], [0.0, -0.1, 0.1], [0.0, 0.0, 0.1], [0.0, 0.0, 0.0], [0.0, 0.0, 0.0], [0.0, 0.0, 0.0], [0.0, 0.0, 0.0], [0.0, 0.0, 0.0], [0.0, 0.0, 0.0], [0.0, 0.0, 0.0]],
  "lowdin_charge": [0.22, -0.26, 0.19, -0.30, -0.14, 0.61, -0.21, -0.21, -0.18, -0.23, -0.08, -0.18, -0.11, -0.09, -0.59, 0.13, 0.15, 0.13, 0.17, 0.15, 0.13, 0.13, 0.13, 0.13, 0.11, 0.15, -0.09, -0.27, -0.20, -0.24, -0.08, -0.25, -0.08, 0.08, 0.07, 0.06, 0.12, 0.10, 0.11, 0.10, 0.06, 0.05, 0.06, 0.10, 0.11, 0.06, 0.07, 0.05, -0.09, -0.28, -0.20, -0.25, -0.07, -0.25, -0.08, 0.08, 0.07, 0.06, 0.12, 0.10, 0.11, 0.10, 0.06, 0.06, 0.07, 0.10, 0.11, 0.07, 0.07, 0.06],
  "spin_multiplicity": 1,
  "e_tot_ha": -2060.2087,
  "lumo_energy_ha": 0.0121,
  "fmax_ev_per_a": 1.05
}

***

3.
{
  "formula": "C19H38N",
  "method": "ωB97M-V/def2-TZVPD",
  "species": ["C", "C", "C", "C", "C", "C", "C", "C", "C", "C", "C", "C", "C", "C", "C", "H", "H", "H", "H", "H", "H", "H", "H", "H", "H", "H", "H", "H", "H", "H", "H", "H", "H", "H", "H", "H", "H", "H", "H", "H", "H", "H", "H", "H", "H", "H", "C", "C", "C", "C", "N", "H", "H", "H", "H", "H", "H", "H"],
  "coordinates": [[5.213515, -1.097200, 2.350303], [5.340032, -2.248593, 1.324705], [5.512487, -1.719432, -0.110407], [4.644454, -2.493509, -1.099395], [3.162626, -2.123259, -1.071656], [2.829413, -0.624395, -1.218798], [1.720659, -0.227016, -0.259104], [1.077736, 1.137354, -0.548338], [-0.449624, 1.124335, -0.417974], [-0.968353, 0.502580, 0.871309], [-2.507363, 0.292094, 0.807699], [-2.882045, -1.126379, 1.228525], [-2.631896, -2.160653, 0.114653], [-1.670092, -3.263642, 0.564511], [-1.444876, -4.314993, -0.514459], [6.138955, -0.952551, 2.915428], [4.432813, -1.322104, 3.082949], [4.976423, -0.124395, 1.881528], [4.386264, -2.787327, 1.375000], [5.349613, -0.632691, -0.167323], [6.547932, -1.874966, -0.432306], [5.023942, -2.468804, -2.125688], [4.715282, -3.538643, -0.796078], [2.587814, -2.669266, -1.821455], [2.781929, -2.445215, -0.104685], [3.703237, 0.006485, -1.099456], [2.454843, -0.454115, -2.231057], [0.945213, -0.985509, -0.381562], [2.069565, -0.312111, 0.767572], [1.454737, 1.878663, 0.156814], [1.370990, 1.477562, -1.536391], [-0.885654, 0.639550, -1.289112], [-0.785830, 2.156726, -0.423069], [-0.706764, 1.136332, 1.714351], [-0.537450, -0.476658, 1.038338], [-2.837540, 0.445502, -0.214719], [-2.990024, 0.979699, 1.501739], [-2.357152, -1.414999, 2.136784], [-3.946056, -1.130270, 1.474460], [-3.555214, -2.651822, -0.175819], [-2.175545, -1.653340, -0.734299], [-0.731709, -2.788114, 0.840241], [-2.070131, -3.715166, 1.471331], [-2.378181, -4.456580, -1.056176], [-0.670052, -3.996822, -1.202029], [-1.178463, -5.265430, -0.067511], [-3.458904, 5.766077, 0.347020], [-4.573364, 5.377663, -0.618033], [-4.587166, 3.880083, -0.937341], [-3.375333, 3.454819, -1.634027], [-2.408506, 3.120955, -2.154959], [-2.475900, 5.561902, -0.079309], [-3.506746, 6.830603, 0.577165], [-3.543234, 5.214493, 1.285102], [-4.474332, 5.949668, -1.542380], [-5.538493, 5.643047, -0.181676], [-5.448947, 3.640295, -1.562521], [-4.689535, 3.299479, -0.018401]],
  "forces_ev_per_angstrom": [[0.4, -0.7, -0.3], [-0.5, 0.6, 0.2], [0.5, -0.9, 0.5], [-0.2, -0.1, -0.2], [0.1, 0.5, 0.3], [-0.2, -0.4, -0.2], [-0.2, 0.1, -0.5], [0.0, -0.2, 0.7], [0.6, 0.3, 0.3], [-0.8, -0.1, -0.6], [0.8, -0.3, 0.9], [-0.7, 0.0, -0.5], [0.7, -0.2, 0.7], [-0.1, 0.3, -0.1], [-0.3, 0.2, 0.4], [0.1, 0.3, 0.1], [-0.1, 0.0, 0.2], [-0.1, 0.2, 0.0], [-0.1, -0.1, -0.2], [-0.1, 0.2, -0.1], [0.2, 0.2, -0.2], [0.1, 0.3, -0.1], [0.1, -0.2, 0.0], [0.1, -0.2, -0.1], [-0.1, -0.1, 0.2], [0.2, 0.1, 0.1], [0.0, 0.1, -0.2], [-0.2, -0.2, 0.1], [0.1, 0.0, 0.2], [0.2, 0.1, 0.0], [-0.1, 0.1, -0.3], [-0.1, -0.2, -0.1], [-0.2, 0.2, -0.3], [0.1, 0.0, 0.2], [0.4, -0.1, 0.1], [-0.3, 0.3, -0.1], [-0.2, 0.3, -0.2], [0.1, 0.0, 0.1], [-0.1, -0.1, 0.1], [-0.2, 0.2, -0.3], [-0.2, 0.0, -0.3], [0.2, -0.1, 0.1], [-0.1, -0.1, 0.1], [0.0, -0.1, -0.2], [0.1, -0.1, -0.2], [0.3, -0.2, -0.1], [0.0, 0.0, -0.1], [0.1, 0.1, 0.2], [-0.2, 0.1, 0.0], [0.1, -0.1, 0.1], [-0.1, 0.1, -0.2], [0.0, 0.0, 0.0], [0.0, 0.0, 0.0], [0.0, 0.0, 0.0], [0.0, 0.0, 0.0], [0.0, -0.1, 0.0], [0.0, -0.1, 0.0], [0.1, 0.0, 0.0]],
  "lowdin_charge": [-0.28, -0.35, -0.35, -0.26, -0.22, -0.21, -0.22, -0.20, -0.24, -0.20, -0.21, -0.22, -0.22, -0.28, -0.11, 0.01, 0.02, 0.02, -0.02, 0.06, 0.06, 0.09, 0.09, 0.09, 0.09, 0.09, 0.10, 0.09, 0.12, 0.11, 0.10, 0.10, 0.08, 0.11, 0.08, 0.09, 0.10, 0.11, 0.10, 0.10, 0.11, 0.10, 0.10, 0.06, 0.07, 0.06, -0.11, -0.27, -0.19, -0.23, 0.17, 0.07, 0.07, 0.08, 0.11, 0.10, 0.12, 0.12],
  "spin_multiplicity": 1,
  "e_tot_ha": -801.4014,
  "lumo_energy_ha": 0.0753,
  "fmax_ev_per_a": 1.22,
  "total_charge": -1
}

***

- Which formula does entry 3 have?
  C19H38N